Entry from the OMol25 dataset: a molecular structure, C35H31CoN5O5S (wB97M-V/def2-TZVPD).

CARTESIAN COORDINATES (ANGSTROEM)
Co 0.208 0.400 -0.402
C 1.235 0.574 -3.303
O 0.239 0.898 -2.326
C -0.765 1.770 -2.643
C -0.830 2.520 -3.800
C -1.930 3.352 -3.991
C -2.939 3.430 -3.044
C -2.866 2.672 -1.882
C -1.781 1.834 -1.686
N -1.591 0.994 -0.567
N -2.612 0.732 0.122
C -2.476 -0.037 1.237
C -1.225 -0.324 1.857
O -0.082 0.079 1.457
C -1.257 -1.097 3.074
C -2.409 -1.554 3.604
C -3.681 -1.257 3.014
C -4.877 -1.711 3.593
C -6.094 -1.395 3.040
C -6.134 -0.601 1.887
C -4.975 -0.152 1.298
C -3.716 -0.475 1.842
H 1.920 1.412 -3.430
H 0.741 0.310 -4.238
H 1.771 -0.283 -2.911
H -0.038 2.477 -4.533
H -1.983 3.955 -4.888
H -3.777 4.095 -3.201
H -3.632 2.723 -1.121
H -0.294 -1.313 3.518
H -2.392 -2.161 4.502
H -4.821 -2.315 4.491
H -7.012 -1.744 3.493
H -7.090 -0.330 1.456
H -5.021 0.467 0.413
C 5.719 2.152 4.982
C 4.994 2.059 3.668
C 3.647 1.705 3.618
C 2.978 1.603 2.410
C 3.667 1.862 1.234
C 5.006 2.215 1.256
C 5.661 2.313 2.474
S 2.789 1.737 -0.297
O 3.735 1.983 -1.358
O 1.621 2.595 -0.212
N 2.158 0.274 -0.311
C 2.836 -0.904 -0.485
C 4.200 -1.098 -0.527
C 4.731 -2.397 -0.660
C 3.929 -3.500 -0.746
C 2.523 -3.339 -0.722
C 1.611 -4.416 -0.785
C 0.270 -4.170 -0.747
C -0.180 -2.836 -0.678
N 0.635 -1.812 -0.625
C 1.978 -2.045 -0.619
H 5.023 2.127 5.820
H 6.298 3.074 5.048
H 6.415 1.320 5.101
H 3.114 1.504 4.540
H 1.934 1.315 2.373
H 5.519 2.416 0.325
H 6.708 2.592 2.495
H 4.871 -0.253 -0.458
H 5.808 -2.511 -0.684
H 4.347 -4.495 -0.833
H 1.994 -5.427 -0.859
H -0.454 -4.972 -0.786
H -1.237 -2.607 -0.699
C -3.409 -0.279 -4.142
C -3.181 -0.938 -2.803
N -4.292 -1.127 -2.044
O -2.073 -1.272 -2.421
H -4.317 -0.642 -4.625
H -2.552 -0.471 -4.780
H -3.502 0.799 -3.996
H -5.164 -0.704 -2.306
H -4.168 -1.373 -1.074

Calculated values
E_HOMO (alpha / beta)	-7.5 / -7.4	eV
multiplicity	2
LUMO energy (alpha / beta)	-0.594 / -0.609	eV
net charge	0
<S²>	0.76
energy above the lowest of the compared OMol25 structures with the same formula, charge and spin	0.0	kcal per mole
E_tot	-3783.34925	hartree
frontier orbital gap (alpha / beta)	0.2523 / 0.2501	Eh

Entry from the OMol25 dataset: a molecular structure, C35H31F6N3NiO4P2S2 (wB97M-V/def2-TZVPD).

CARTESIAN COORDINATES (ANGSTROEM)
Ni 0.359 0.248 -0.248
C 2.356 0.627 2.115
P 0.651 -0.026 1.985
C -0.401 0.891 3.162
C -0.102 0.811 4.521
C -0.840 1.498 5.467
C -1.915 2.277 5.066
C -2.242 2.358 3.725
C -1.497 1.669 2.775
C 0.654 -1.691 2.723
C -0.421 -2.537 2.452
C -0.508 -3.782 3.057
C 0.494 -4.209 3.918
C 1.577 -3.383 4.177
C 1.653 -2.128 3.588
C 2.989 0.186 0.834
C 4.246 -0.263 0.496
C 4.222 -0.538 -0.899
C 2.951 -0.246 -1.342
C 2.291 -0.360 -2.685
P 0.630 0.410 -2.492
C 0.759 1.982 -3.383
C 0.855 3.163 -2.663
C 1.010 4.375 -3.324
C 1.071 4.403 -4.708
C 0.982 3.219 -5.435
C 0.828 2.011 -4.778
C -0.588 -0.513 -3.481
C -1.804 0.118 -3.750
C -2.817 -0.557 -4.413
C -2.627 -1.870 -4.820
C -1.421 -2.504 -4.559
C -0.410 -1.832 -3.886
N 2.204 0.201 -0.288
H 2.902 0.286 2.992
H 2.246 1.711 2.164
H 0.736 0.205 4.845
H -0.572 1.432 6.514
H -2.497 2.826 5.795
H -3.063 2.978 3.388
H -1.642 2.968 1.129
H -1.198 -2.208 1.773
H -1.361 -4.420 2.861
H 0.431 -5.183 4.387
H 2.364 -3.710 4.844
H 2.507 -1.500 3.804
H 5.088 -0.363 1.165
H 5.043 -0.888 -1.506
H 2.189 -1.397 -3.007
H 2.835 0.177 -3.464
H 0.832 3.122 -1.583
H 1.084 5.291 -2.751
H 1.191 5.345 -5.227
H 1.031 3.241 -6.516
H 0.748 1.092 -5.347
H -1.964 1.142 -3.433
H -3.756 -0.055 -4.609
H -3.416 -2.396 -5.343
H -1.264 -3.526 -4.881
H 0.519 -2.345 -3.682
F -4.426 -0.685 0.311
C -3.796 0.086 1.190
F -4.667 0.907 1.761
F -3.243 -0.684 2.127
S -2.511 1.069 0.298
O -1.634 0.019 -0.232
O -3.181 1.877 -0.663
N -1.835 1.949 1.407
S 0.330 4.309 0.629
O 0.740 2.872 0.638
O -1.166 4.431 0.732
C 0.837 4.804 2.382
F 0.200 5.906 2.791
F 2.157 5.056 2.407
F 0.592 3.834 3.275
C -1.373 -5.384 -0.795
C 0.090 -4.997 -0.567
C 0.290 -3.556 -0.706
N 0.439 -2.422 -0.798
H -1.494 -6.461 -0.689
H -1.699 -5.094 -1.793
H -2.023 -4.891 -0.073
H 0.741 -5.499 -1.284
H 0.427 -5.279 0.432

Calculated values
E_HOMO (alpha / beta)	-7.3 / -7.3	eV
LUMO energy (alpha / beta)	0.141 / 0.137	eV
net charge	0
E_tot	-5404.17933	hartree
frontier orbital gap (alpha / beta)	0.2726 / 0.2725	Eh

Entry from the OMol25 dataset: a molecular structure, C35H31N4O6S2Ti (wB97M-V/def2-TZVPD).

CARTESIAN COORDINATES (ANGSTROEM)
Ti 1.649 0.076 0.804
O 2.086 0.325 5.002
C 2.224 0.304 3.714
O 1.339 -0.076 2.937
C 3.508 0.760 3.162
C 4.628 1.202 3.834
C 5.742 1.546 3.072
C 5.705 1.426 1.692
C 4.533 0.975 1.105
N 3.470 0.669 1.832
C 4.297 0.734 -0.370
O 5.142 0.954 -1.196
O 3.093 0.263 -0.587
H 1.210 -0.005 5.272
H 4.635 1.271 4.913
H 6.640 1.895 3.564
H 6.555 1.662 1.066
O 1.161 1.978 0.176
S 0.579 2.557 -1.135
C 1.082 1.412 -2.450
C 0.377 0.074 -2.244
C 0.933 -1.120 -3.029
C 2.338 -1.580 -2.652
S 2.572 -2.438 -1.060
O 1.647 -1.801 0.017
C 1.745 -3.974 -1.403
C 2.251 -4.776 -2.421
C 1.659 -6.004 -2.662
C 0.591 -6.430 -1.880
C 0.122 -5.635 -0.844
C 0.704 -4.399 -0.593
C 1.584 3.949 -1.548
C 0.942 5.031 -2.133
C 1.702 6.126 -2.516
C 3.072 6.131 -2.297
C 3.698 5.043 -1.694
C 2.953 3.940 -1.316
H 2.168 1.350 -2.428
H 0.766 1.911 -3.369
H -0.682 0.190 -2.483
H 0.405 -0.195 -1.194
H 0.958 -0.876 -4.094
H 0.237 -1.957 -2.927
H 3.062 -0.770 -2.635
H 2.694 -2.330 -3.359
H 3.105 -4.466 -3.012
H 2.039 -6.636 -3.453
H 0.137 -7.393 -2.068
H -0.690 -5.980 -0.219
H 0.374 -3.791 0.236
H -0.131 5.023 -2.281
H 1.222 6.980 -2.975
H 3.659 6.990 -2.592
H 4.766 5.054 -1.527
H 3.422 3.090 -0.845
N -5.672 -1.297 0.981
C -6.945 -0.929 1.353
C -8.190 -1.529 1.167
C -9.274 -0.855 1.683
C -9.134 0.373 2.364
C -7.905 0.958 2.545
C -6.787 0.291 2.027
N -5.458 0.640 2.067
C -4.827 -0.315 1.437
C -3.384 -0.312 1.255
C -2.645 0.762 1.755
C -1.285 0.787 1.582
N -0.602 -0.186 0.950
C -1.307 -1.221 0.474
C -2.676 -1.322 0.601
H -5.430 -2.117 0.455
H -8.306 -2.470 0.645
H -10.263 -1.277 1.563
H -10.020 0.858 2.750
H -7.791 1.897 3.068
H -3.162 1.562 2.267
H -0.703 1.621 1.951
H -0.743 -1.989 -0.036
H -3.170 -2.191 0.187

Calculated values
E_HOMO (alpha / beta)	-12.2 / -12.2	eV
multiplicity	2
LUMO energy (alpha / beta)	-6.445 / -6.464	eV
net charge	+2
<S²>	0.75
energy above the lowest of the compared OMol25 structures with the same formula, charge and spin	17.0	kcal per mole
E_tot	-3668.35058	hartree
frontier orbital gap (alpha / beta)	0.2128 / 0.2123	Eh

Which of these has the highest net charge? C35H31N4O6S2Ti